# 1
119
Properties=species:S:1:pos:R:3 method="wB97M-V/def2-TZVPD" total_charge=+1 lumo_ev=-2.1 orbital_gap_ev=9.1
C -0.372 -4.445 2.310
C -1.259 -3.323 2.760
C -0.500 -2.062 3.029
N -1.369 -0.909 3.333
C -2.075 -0.503 2.110
C -0.554 0.224 3.948
C -1.008 0.397 5.379
C -1.789 -0.874 5.693
C -2.398 -1.218 4.352
H 0.178 -4.216 1.393
H -0.973 -5.335 2.164
H 0.416 -4.647 3.042
H -1.758 -3.630 3.684
H -2.052 -3.111 2.036
H 0.062 -1.742 2.152
H 0.181 -2.139 3.874
H -3.052 -0.966 1.999
H -1.441 -0.717 1.255
H -2.282 0.567 2.113
H -0.729 1.130 3.380
H 0.482 -0.065 3.785
H -1.681 1.256 5.414
H -0.219 0.578 6.105
H -2.552 -0.737 6.451
H -1.134 -1.699 5.976
H -3.333 -0.693 4.163
H -2.677 -2.269 4.338
C -3.900 4.001 -0.281
C -2.568 4.046 -0.988
C -1.392 3.814 -0.064
N -0.104 4.033 -0.723
C -0.027 3.487 -2.104
C 1.037 3.409 0.077
C 2.034 4.525 0.383
C 1.157 5.768 0.402
C 0.183 5.521 -0.717
H -3.939 4.629 0.630
H -4.121 3.030 0.152
H -4.691 4.400 -0.905
H -2.451 4.973 -1.554
H -2.560 3.215 -1.703
H -1.416 2.768 0.268
H -1.408 4.388 0.865
H -0.356 2.456 -2.054
H 0.963 3.635 -2.512
H -0.722 4.079 -2.697
H 1.468 2.565 -0.447
H 0.582 3.091 1.012
H 2.830 4.560 -0.363
H 2.520 4.344 1.339
H 1.731 6.683 0.243
H 0.683 5.891 1.381
H 0.654 5.714 -1.686
H -0.701 6.153 -0.722
Cl 1.043 0.447 -0.182
O -0.344 0.770 -0.533
O 1.905 1.350 -0.904
O 1.141 0.493 1.260
O 1.334 -0.913 -0.588
C 4.478 -0.245 -2.079
O 5.771 -0.871 -2.174
C 6.217 -1.428 -1.068
O 5.554 -1.584 -0.106
O 7.456 -1.881 -1.247
C 8.174 -2.247 -0.092
H 4.230 0.251 -3.019
H 4.468 0.532 -1.313
H 3.689 -0.978 -1.893
H 7.893 -3.238 0.257
H 8.119 -1.494 0.689
H 9.227 -2.316 -0.377
C 0.887 4.230 -5.649
O 1.523 2.974 -5.487
C 0.774 2.002 -4.992
O -0.410 2.024 -4.839
O 1.553 1.012 -4.678
C 0.912 -0.191 -4.191
H 0.331 4.224 -6.586
H 1.695 4.950 -5.677
H 0.186 4.506 -4.859
H 1.671 -0.941 -4.033
H 0.198 -0.583 -4.927
H 0.348 0.067 -3.290
C -0.718 -2.965 -1.924
O -1.642 -3.552 -2.844
C -2.672 -4.171 -2.335
O -2.778 -4.471 -1.209
O -3.514 -4.414 -3.294
C -4.747 -4.921 -2.932
H 0.091 -2.516 -2.486
H -0.216 -3.703 -1.279
H -1.210 -2.260 -1.251
H -5.256 -5.215 -3.842
H -5.355 -4.147 -2.456
H -4.693 -5.762 -2.245
C 3.858 -4.234 5.689
O 4.077 -4.197 4.297
C 3.339 -3.376 3.594
O 2.493 -2.694 4.046
O 3.679 -3.482 2.329
C 2.993 -2.620 1.384
H 3.447 -5.215 5.927
H 3.181 -3.455 6.029
H 4.815 -4.121 6.190
H 2.929 -3.100 0.411
H 3.522 -1.678 1.292
H 1.949 -2.459 1.663
F -6.605 0.220 -3.084
C -5.335 0.260 -2.616
C -4.290 0.121 -3.488
C -2.996 0.145 -2.978
C -2.789 0.315 -1.618
C -3.853 0.507 -0.767
C -5.140 0.508 -1.267
H -4.456 -0.128 -4.529
H -2.179 0.012 -3.676
H -1.781 0.319 -1.207
H -3.736 0.773 0.277
H -6.035 0.719 -0.692



# 2
44
Properties=species:S:1:pos:R:3 method="wB97M-V/def2-TZVPD" total_charge=+2 lumo_ev="-10.5 / -10.5" orbital_gap_ev="2.5 / 2.5"
Pd -0.158 -0.172 0.020
Br 5.854 4.278 0.684
C 4.558 2.946 0.364
C 4.958 1.650 0.008
C 4.003 0.680 -0.179
C 2.613 0.931 -0.016
O 1.779 -0.024 -0.169
C 2.203 2.302 0.313
C 0.860 2.711 0.455
N -0.233 1.960 0.272
C -1.495 2.414 0.251
C -1.886 3.786 0.265
C -3.213 4.138 0.235
C -4.213 3.168 0.185
C -3.882 1.797 0.147
C -4.870 0.798 0.050
C -4.469 -0.522 -0.001
C -3.118 -0.842 0.032
N -2.145 0.090 0.117
C -2.518 1.396 0.179
C 3.208 3.264 0.485
H 6.005 1.424 -0.124
H 4.286 -0.325 -0.461
H 0.713 3.749 0.739
H -1.138 4.562 0.286
H -3.493 5.180 0.250
H -5.253 3.456 0.161
H -5.911 1.079 0.011
H -5.187 -1.322 -0.069
H -2.820 -1.878 -0.001
H 2.933 4.281 0.712
O 0.991 -2.873 0.098
B -0.228 -2.221 0.029
O -1.248 -3.159 -0.017
C -0.670 -4.385 -0.007
C -1.245 -5.643 -0.054
C -0.367 -6.716 -0.031
C 1.030 -6.535 0.022
C 1.611 -5.279 0.061
C 0.740 -4.201 0.058
H -2.311 -5.788 -0.104
H -0.759 -7.722 -0.055
H 1.662 -7.408 0.034
H 2.680 -5.142 0.098



# 3
123
Properties=species:S:1:pos:R:3 method="wB97M-V/def2-TZVPD" total_charge=+1 lumo_ev=-5.2 orbital_gap_ev=5.6
C 0.315 -1.701 5.354
C 1.058 -0.719 4.274
N 1.108 0.637 4.626
C 1.784 -1.155 2.873
N 1.064 -2.297 2.126
C 0.272 -2.130 1.031
N 0.060 -0.743 0.387
P -1.360 -0.228 1.254
O -0.811 1.126 2.269
Cl -2.100 -1.629 2.680
C 0.066 -0.929 -1.149
C -1.193 -0.112 -1.829
C -1.238 1.510 -1.656
O -2.678 1.919 -1.513
Si -3.160 2.986 -2.822
C -2.033 4.531 -3.066
C -4.926 3.683 -2.336
C -3.412 1.908 -4.400
C 1.539 -0.274 -1.407
F 2.700 -1.082 -0.875
F 1.598 0.908 -0.452
C 1.879 0.363 -2.860
F 1.636 1.857 -2.778
F 1.063 -0.100 -4.001
C 3.509 0.353 -3.251
F 4.061 -0.993 -3.477
F 4.344 0.966 -2.149
C 3.874 1.238 -4.581
F 5.301 0.860 -4.917
F 3.103 0.922 -5.801
F 3.964 2.724 -4.316
C -0.212 -2.563 -1.405
C 1.082 -3.580 -1.597
C 1.964 -3.449 -2.950
C 1.611 -4.586 -4.129
Cl 3.720 -3.985 -2.461
S -1.368 -3.128 -2.739
O -1.339 -4.699 -2.938
O -0.866 -2.578 -4.136
C -3.164 -2.723 -2.727
F -3.546 -1.427 -3.411
F -3.795 -3.733 -3.673
C -4.035 -2.864 -1.372
F -3.490 -2.271 -0.138
F -4.390 -4.329 -1.238
C -5.532 -2.124 -1.525
F -6.290 -2.554 -2.714
F -6.310 -2.636 -0.333
F -5.459 -0.646 -1.327
N -0.499 -2.946 0.070
C -1.139 -4.238 0.377
C 1.262 -3.706 2.636
F 0.035 -4.281 3.306
F 1.798 -4.633 1.568
F 2.311 -3.801 3.724
H 1.091 -2.361 5.972
H -0.213 -1.017 6.178
H -0.532 -2.380 4.918
H 1.630 1.184 3.908
H 2.929 -1.417 3.086
H 1.847 -0.162 2.212
H -1.361 1.901 1.934
H -1.275 -0.276 -3.011
H -2.259 -0.475 -1.431
H -0.711 1.944 -0.709
H -0.903 2.012 -2.675
H -1.028 4.132 -3.571
H -1.793 5.133 -2.088
H -2.532 5.232 -3.877
H -5.330 3.145 -1.376
H -5.663 3.642 -3.259
H -4.774 4.830 -2.063
H -4.033 2.498 -5.225
H -2.431 1.422 -4.831
H -4.113 1.000 -4.076
H 0.786 -4.735 -1.519
H 1.878 -3.480 -0.708
H 1.946 -2.424 -3.501
H 1.044 -5.490 -3.648
H 2.614 -5.040 -4.589
H 1.048 -4.098 -5.051
H -1.689 -4.142 1.433
H -0.419 -5.189 0.441
H -2.010 -4.593 -0.359
C 3.084 4.773 7.128
C 2.111 3.626 7.212
C 1.361 3.749 5.904
O 2.275 4.311 4.952
C 3.430 4.788 5.656
H 3.960 4.655 7.771
H 2.580 5.708 7.403
H 2.659 2.676 7.240
H 1.455 3.667 8.086
H 0.511 4.434 5.997
H 0.994 2.786 5.538
H 4.259 4.106 5.437
H 3.695 5.786 5.296
C 4.625 7.316 -5.269
C 3.815 6.096 -5.624
C 2.856 6.002 -4.457
O 2.629 7.341 -3.996
C 3.589 8.206 -4.620
H 5.112 7.785 -6.128
H 5.399 7.049 -4.540
H 3.258 6.277 -6.551
H 4.415 5.192 -5.756
H 3.292 5.433 -3.629
H 1.903 5.542 -4.733
H 3.059 8.809 -5.366
H 4.021 8.878 -3.872
C -3.509 -6.232 4.809
C -2.736 -6.382 6.094
C -1.801 -5.193 6.042
O -2.482 -4.160 5.316
C -3.642 -4.729 4.693
H -4.473 -6.746 4.814
H -2.917 -6.621 3.972
H -3.416 -6.286 6.949
H -2.209 -7.335 6.182
H -0.882 -5.434 5.498
H -1.532 -4.828 7.037
H -4.523 -4.366 5.233
H -3.705 -4.392 3.655



# 4
72
Properties=species:S:1:pos:R:3 method="wB97M-V/def2-TZVPD" smiles="CCOc1c(Br)c2c(c(CC(=O)Cl)c1CC(=O)N(C)C)C(=O)c1c(N=C=O)cc([C@@H](Cl)CC)c(C[C@@H](O)CN)c1C2=O" lumo_ev=-1.1 orbital_gap_ev=7.9
C -0.114 4.661 1.636
C -0.076 4.837 0.069
O 1.217 4.498 -0.521
C 1.437 3.111 -0.359
C 0.765 2.234 -1.378
Br -0.260 3.103 -2.802
C 0.905 0.770 -1.274
C 1.750 0.176 -0.185
C 2.427 1.081 0.783
C 3.365 0.452 1.901
C 4.724 0.031 1.163
O 5.612 -0.468 1.787
Cl 5.015 0.285 -0.615
C 2.284 2.546 0.742
C 2.967 3.568 1.709
C 2.534 3.477 3.223
O 3.191 4.149 4.007
N 1.424 2.675 3.748
C 0.628 3.534 4.690
C 1.961 1.570 4.642
C 1.866 -1.364 -0.143
O 2.832 -2.005 0.218
C 0.582 -2.160 -0.597
C 0.251 -3.439 0.062
N 1.038 -4.027 1.166
C 0.620 -3.508 2.232
O 0.308 -3.322 3.335
C -0.942 -4.152 -0.432
C -1.834 -3.629 -1.512
C -3.009 -4.585 -1.898
Cl -4.658 -3.856 -2.020
C -2.672 -5.363 -3.266
C -1.213 -6.001 -3.187
C -1.536 -2.298 -2.160
C -2.449 -1.715 -3.281
C -3.430 -0.552 -2.870
O -4.384 -0.866 -1.837
C -2.743 0.811 -2.458
N -2.317 0.828 -1.047
C -0.297 -1.611 -1.681
C 0.245 -0.253 -2.289
O 0.218 -0.010 -3.478
H -0.066 3.555 1.888
H -1.046 5.065 2.116
H 0.770 5.179 2.120
H -0.918 4.231 -0.364
H -0.289 5.925 -0.155
H 3.684 1.239 2.644
H 2.904 -0.454 2.370
H 4.089 3.467 1.605
H 2.730 4.620 1.371
H -0.220 2.876 5.051
H 1.218 3.814 5.611
H 0.256 4.483 4.223
H 1.769 0.565 4.177
H 1.559 1.652 5.684
H 3.088 1.692 4.670
H -1.162 -5.146 0.053
H -3.077 -5.411 -1.125
H -2.835 -4.729 -4.177
H -3.383 -6.248 -3.260
H -1.083 -6.869 -3.902
H -0.434 -5.213 -3.410
H -1.045 -6.438 -2.156
H -3.071 -2.519 -3.781
H -1.786 -1.306 -4.108
H -4.043 -0.310 -3.801
H -5.225 -1.026 -2.306
H -1.949 1.091 -3.200
H -3.551 1.606 -2.558
H -2.827 1.499 -0.479
H -2.284 -0.101 -0.625



# 5
13
Properties=species:S:1:pos:R:3 method="wB97M-V/def2-TZVPD" e_above_lowest_ev=0.508 smiles=OB(O)c1cccs1 lumo_ev=0.3 orbital_gap_ev=9.2
O -1.170 2.174 -0.609
B -0.248 1.246 -1.035
O 0.578 1.484 -2.078
C 0.070 0.044 -0.204
C -0.209 -0.271 1.088
C 0.005 -1.570 1.545
C 0.682 -2.306 0.618
S 0.940 -1.403 -0.807
H -1.416 2.962 -1.158
H 0.623 2.442 -2.387
H -0.718 0.458 1.702
H 0.088 -1.895 2.570
H 0.775 -3.364 0.754



# 6
21
Properties=species:S:1:pos:R:3 method="wB97M-V/def2-TZVPD" e_above_lowest_ev=3.548 smiles="C=C(C)CC.NC=O" lumo_ev=0.8 orbital_gap_ev=9.3
C 1.936 -0.631 -0.293
C 0.860 0.158 -0.084
C 0.978 1.574 0.404
C -0.572 -0.719 0.671
C -0.575 -0.366 2.145
H 1.867 -1.670 -0.590
H 2.936 -0.237 -0.153
H 1.687 2.131 -0.214
H 1.331 1.614 1.435
H 0.009 2.074 0.329
H -1.605 -0.691 0.314
H -0.287 -1.764 0.525
H -1.164 -1.095 2.712
H -1.031 0.616 2.304
H 0.434 -0.348 2.566
N -1.283 -0.669 -2.439
C -1.022 0.440 -1.671
O -1.756 1.385 -1.477
H -2.266 -0.885 -2.543
H -0.642 -1.447 -2.391
H 0.165 0.529 -1.550



# 7
9
Properties=species:S:1:pos:R:3 method="wB97M-V/def2-TZVPD" e_above_lowest_ev=2.473 lumo_ev="-0.5 / -0.4" orbital_gap_ev="8.6 / 8.4"
C -0.910 0.433 -0.113
C 0.783 0.511 -0.225
C 1.490 -0.817 -0.540
F 0.824 -1.890 -0.139
Br 1.813 1.992 -0.199
Br 3.234 -0.746 0.466
H -1.458 1.236 0.411
H -1.487 -0.531 -0.124
H 1.880 -0.799 -1.623



# 8
41
Properties=species:S:1:pos:R:3 method="wB97M-V/def2-TZVPD" s_squared=1.0822 e_above_lowest_ev=0.052 total_charge=+2 lumo_ev="-7.5 / -7.2" orbital_gap_ev="8.3 / 7.0" multiplicity=2
V 0.625 -0.027 -0.711
C 1.929 -3.919 -2.055
C 1.237 -2.742 -1.460
N 1.737 -1.535 -1.380
O 2.986 -1.246 -1.867
C -0.084 -2.826 -0.858
C -0.805 -4.109 -0.652
N -0.504 -1.662 -0.457
O -1.676 -1.640 0.242
H 2.628 -3.642 -2.845
H 1.200 -4.592 -2.503
H 2.471 -4.483 -1.291
H 3.443 -2.069 -2.105
H -0.132 -4.862 -0.242
H -1.178 -4.487 -1.608
H -1.650 -3.977 0.016
N -2.242 1.030 -0.158
C -1.963 2.102 0.847
C -1.282 1.563 2.111
C 0.242 1.438 2.088
N 0.697 0.173 1.413
C 0.917 2.653 1.462
C 0.309 3.112 0.143
N 0.706 2.174 -0.970
C -1.200 3.275 0.238
H -1.934 -0.681 0.182
H -2.007 1.365 -1.089
H -3.247 0.885 -0.217
H -2.928 2.493 1.169
H -1.737 0.613 2.404
H -1.516 2.258 2.921
H 0.577 1.370 3.125
H 0.170 -0.607 1.806
H 1.661 0.004 1.706
H 1.993 2.478 1.351
H 0.832 3.483 2.166
H 0.723 4.091 -0.105
H 1.707 2.341 -1.108
H 0.295 2.520 -1.838
H -1.622 3.536 -0.737
H -1.376 4.151 0.866